Density functional theory data (wB97M-V/def2-TZVPD) for one molecule with the formula C10H12S in a non-equilibrium geometry.

Geometry as ORCA input:
```
! wB97M-V def2-TZVPD RIJCOSX def2/J DEFGRID3
* xyz 0 1
C 1.681 1.556 -0.039
C 1.008 2.260 1.070
C 1.553 0.385 -0.750
C -2.025 -0.047 -0.123
C -0.766 -0.301 -0.174
C -0.218 1.851 1.508
C -2.741 0.989 0.756
C 0.556 -0.762 -0.590
C 1.066 -1.618 0.604
C 0.367 -1.697 -1.825
S -1.666 1.674 2.209
H 2.480 2.123 -0.334
H 1.718 3.004 1.511
H 2.211 0.134 -1.503
H -2.851 -0.553 -0.675
H -3.312 1.803 0.444
H -3.518 0.319 1.180
H 1.142 -2.717 0.301
H 0.363 -1.476 1.521
H 2.100 -1.251 0.991
H -0.485 -2.323 -1.554
H 1.251 -2.189 -1.866
H 0.085 -1.166 -2.662
*
```

Results
HOMO (alpha / beta)	-0.269 / -0.276	Eh
ΔE to the lowest compared entry with this formula, charge and spin	599.20	kJ/mol
max |F|	0.0724	Eh/bohr
orbital gap (alpha / beta)	7.8 / 7.4	eV
calculated total energy	-786.161182	hartree

These are the Mulliken partial charges, in e, on atoms 1 to 5: -0.44, -0.07, -0.95, 0.01, -1.20

Density functional theory data (wB97M-V/def2-TZVPD) for C10H13As2IO3PdS4 as an isolated structure.

Geometry as ORCA input:
```
! wB97M-V def2-TZVPD RIJCOSX def2/J DEFGRID3
* xyz -2 1
Pd 1.025 -0.919 1.385
S 2.781 2.472 3.140
As 2.047 0.651 3.944
S 0.031 0.138 3.126
S 2.788 -1.095 2.773
S 2.201 0.392 6.032
C 1.733 -0.371 -2.889
As 2.543 -0.333 -1.144
C 2.245 1.381 -0.328
C 4.448 -0.356 -1.477
O 2.215 -1.693 -0.243
H 1.747 0.630 -3.320
H 0.707 -0.724 -2.766
H 2.300 -1.053 -3.522
H 2.424 2.154 -1.079
H 2.927 1.486 0.517
H 1.227 1.435 0.047
H 4.746 0.486 -2.103
H 4.708 -1.295 -1.964
H 4.948 -0.299 -0.511
I -7.064 0.653 1.581
C -5.188 0.182 0.760
C -4.037 0.520 1.450
C -2.802 0.211 0.890
C -2.725 -0.436 -0.337
C -3.898 -0.767 -1.008
C -5.137 -0.461 -0.468
C -1.373 -0.768 -0.965
O -1.384 -1.328 -2.070
O -0.348 -0.390 -0.324
H -4.085 1.014 2.411
H -1.891 0.474 1.414
H -3.811 -1.273 -1.961
H -6.049 -0.718 -0.992
*
```

Results
HOMO	-0.051	Eh
ΔE to the lowest compared entry with this formula, charge and spin	0.00	kJ/mol
max |F|	0.0044	Eh/bohr
orbital gap	4.9	eV
calculated total energy	-7104.621259	hartree

These are the Mulliken partial charges, in e, on atoms 1 to 5: 0.08, -0.65, 0.49, -0.43, -0.43

Density functional theory data (wB97M-V/def2-TZVPD) for one molecule with the formula C10H13BrN2O2.

Geometry as ORCA input:
```
! wB97M-V def2-TZVPD RIJCOSX def2/J DEFGRID3
* xyz 0 1
C -3.149 1.389 -1.160
C -3.711 1.199 0.230
O -4.788 1.592 0.555
O -2.919 0.593 1.152
C -1.962 -0.380 0.716
C -0.549 0.185 0.535
C 0.499 -0.665 1.251
C 1.909 -0.075 1.195
C 2.464 0.080 -0.225
C 3.755 0.780 -0.207
N 4.762 1.329 -0.190
C 2.613 -1.230 -1.048
Br 3.099 -2.787 0.004
C 1.380 -1.514 -1.776
N 0.391 -1.738 -2.312
H -2.077 1.582 -1.139
H -3.314 0.497 -1.768
H -3.657 2.236 -1.612
H -1.960 -1.138 1.501
H -2.316 -0.872 -0.193
H -0.539 1.193 0.964
H -0.334 0.272 -0.533
H 0.494 -1.691 0.872
H 0.222 -0.699 2.309
H 2.602 -0.658 1.803
H 1.876 0.927 1.634
H 1.780 0.713 -0.798
H 3.428 -1.118 -1.760
*
```

Results
HOMO	-0.383	Eh
ΔE to the lowest compared entry with this formula, charge and spin	0.00	kJ/mol
max |F|	0.0083	Eh/bohr
orbital gap	10.3	eV
calculated total energy	-3222.833402	hartree

These are the Mulliken partial charges, in e, on atoms 1 to 5: -0.90, 0.67, -0.55, -0.39, -0.93

Density functional theory data (wB97M-V/def2-TZVPD) for an isolated ion of composition C10H13BrNO and charge +1 in a non-equilibrium geometry.

Geometry as ORCA input:
```
! wB97M-V def2-TZVPD RIJCOSX def2/J DEFGRID3
* xyz 1 1
C -1.965 -0.946 -0.325
N -2.307 0.260 -0.835
C -2.086 0.596 -2.231
C -0.780 1.490 -2.286
O -0.027 1.252 -1.030
C 0.575 0.050 -0.977
Br 1.121 -0.989 -2.495
C 1.082 -0.276 0.256
C 1.805 -1.498 0.586
C 2.080 -1.675 1.911
C 1.797 -0.713 2.956
C 1.300 0.545 2.701
C 1.055 0.854 1.251
H -1.598 -1.613 -1.079
H -2.137 -1.470 0.659
H -2.660 1.086 -0.396
H -3.048 1.126 -2.510
H -1.814 -0.395 -2.734
H -0.106 1.383 -3.064
H -1.065 2.503 -2.056
H 1.798 -2.327 -0.178
H 2.426 -2.689 2.251
H 1.737 -0.991 3.948
H 1.026 1.266 3.522
H 1.744 1.661 0.854
H 0.046 1.510 1.302
*
```

Results
HOMO (alpha / beta)	-0.399 / -0.399	Eh
ΔE to the lowest compared entry with this formula, charge and spin	44.81	kJ/mol
max |F|	0.0830	Eh/bohr
orbital gap (alpha / beta)	6.0 / 6.0	eV
calculated total energy	-3092.459016	hartree

These are the Mulliken partial charges, in e, on atoms 1 to 5: -0.19, -0.01, -0.50, -0.64, -0.37

Density functional theory data (wB97M-V/def2-TZVPD) for one molecule with the formula C10H13BrSi in a non-equilibrium geometry.

Geometry as ORCA input:
```
! wB97M-V def2-TZVPD RIJCOSX def2/J DEFGRID3
* xyz 0 3
C -3.129 0.100 0.293
C -3.231 -1.320 0.463
C -2.015 0.636 -0.248
C -2.135 -2.109 0.137
C -0.928 -0.193 -0.620
C -0.951 -1.579 -0.406
C 0.268 0.356 -1.295
C 0.063 -2.548 -0.531
C 3.237 1.322 -0.728
C 1.443 1.505 1.652
Si 1.645 0.691 -0.012
Br 1.910 -1.764 0.228
H -3.985 0.767 0.606
H -3.905 -1.651 1.171
H -1.803 1.700 -0.438
H -2.200 -3.172 0.248
H 0.695 -0.286 -2.090
H 0.043 1.316 -1.715
H -0.073 -3.408 0.013
H 3.558 0.745 -1.562
H 3.193 2.327 -0.994
H 4.110 1.288 -0.010
H 1.439 2.557 1.415
H 0.484 1.286 2.073
H 2.268 1.433 2.348
*
```

Results
HOMO (alpha / beta)	-0.186 / -0.317	Eh
ΔE to the lowest compared entry with this formula, charge and spin	0.00	kJ/mol
max |F|	0.0796	Eh/bohr
orbital gap (alpha / beta)	5.7 / 8.4	eV
calculated total energy	-3252.212700	hartree

These are the Mulliken partial charges, in e, on atoms 1 to 5: -0.32, -0.90, -0.58, -0.86, 1.23

Density functional theory data (wB97M-V/def2-TZVPD) for a 3-piece molecular cluster, C10H13Cl4NO2 overall in a non-equilibrium geometry.

Geometry as ORCA input:
```
! wB97M-V def2-TZVPD RIJCOSX def2/J DEFGRID3
* xyz 0 1
O 1.390 -1.826 1.422
N 1.968 -0.806 1.390
O 3.184 -0.856 1.271
C 1.164 0.415 1.674
C 1.885 1.578 1.828
C 1.178 2.813 1.888
C -0.202 2.786 1.765
C -0.925 1.589 1.590
C -0.252 0.424 1.573
H 2.957 1.493 1.929
H 1.662 3.743 2.149
H -0.700 3.736 1.892
H -2.002 1.559 1.510
H -0.734 -0.532 1.432
Cl -2.747 2.674 -1.139
C -1.287 3.208 -2.085
C -0.745 2.049 -2.853
Cl 0.036 0.857 -1.861
H -0.516 3.441 -1.349
H -1.572 4.011 -2.764
H -0.032 2.522 -3.528
H -1.528 1.657 -3.501
Cl -0.657 -5.653 1.330
C 0.163 -4.820 0.033
C -0.759 -4.329 -1.075
Cl 0.114 -3.240 -2.157
H 0.770 -5.573 -0.471
H 0.855 -4.022 0.303
H -1.509 -3.724 -0.566
H -1.161 -5.176 -1.632
*
```

Results
HOMO	-0.372	Eh
ΔE to the lowest compared entry with this formula, charge and spin	73.95	kJ/mol
max |F|	0.0890	Eh/bohr
orbital gap	9.8	eV
calculated total energy	-2434.737584	hartree

These are the Mulliken partial charges, in e, on atoms 1 to 5: -0.57, 0.95, -0.62, 0.00, -0.30

Density functional theory data (wB97M-V/def2-TZVPD) for C10H13FN2 as an isolated structure in a non-equilibrium geometry.

Geometry as ORCA input:
```
! wB97M-V def2-TZVPD RIJCOSX def2/J DEFGRID3
* xyz 0 1
C 0.040 -1.807 -0.730
C -0.209 0.722 0.857
C 1.068 -1.057 -0.314
C 0.927 0.146 0.521
C 3.057 -0.368 0.118
C -1.349 -1.558 -0.214
C -1.737 -0.105 -0.004
C 4.533 -0.251 0.211
C -1.869 0.674 -1.298
C -2.907 0.084 0.935
N 2.420 -1.273 -0.543
N 2.245 0.509 0.790
F -1.471 -2.243 1.004
H 0.208 -2.693 -1.320
H -0.414 1.596 1.435
H -2.087 -2.043 -0.872
H 4.990 -0.836 -0.579
H 4.872 -0.634 1.175
H 4.850 0.786 0.121
H -1.925 1.739 -1.083
H -2.785 0.386 -1.816
H -1.024 0.491 -1.962
H -3.809 -0.343 0.489
H -3.076 1.143 1.125
H -2.729 -0.427 1.880
H 2.539 1.303 1.328
*
```

Results
HOMO	-0.283	Eh
ΔE to the lowest compared entry with this formula, charge and spin	111.97	kJ/mol
max |F|	0.0889	Eh/bohr
orbital gap	8.3	eV
calculated total energy	-598.176371	hartree

These are the Mulliken partial charges, in e, on atoms 1 to 5: -0.95, -0.98, 0.92, 0.36, 0.55

Density functional theory data (wB97M-V/def2-TZVPD) for C10H13N as an isolated structure in a non-equilibrium geometry.

Geometry as ORCA input:
```
! wB97M-V def2-TZVPD RIJCOSX def2/J DEFGRID3
* xyz 0 1
C 3.151 -0.859 0.058
C 1.802 -0.167 0.307
C 1.529 1.063 -0.317
C 0.095 1.900 0.068
C -0.961 0.919 0.245
C -2.211 1.156 0.006
C -3.257 0.135 0.034
C -2.966 -1.224 0.020
C -1.579 -1.656 0.066
C -0.541 -0.631 -0.071
H 3.945 -0.628 1.335
H 2.751 -2.207 0.007
H 3.709 -0.325 -1.067
H 1.401 -0.222 1.364
H 2.236 1.771 -0.245
H 1.233 0.787 -1.373
H 0.090 2.746 -0.759
H 0.424 2.558 1.035
H -2.622 2.063 0.082
H -4.194 0.619 -0.410
H -4.015 -1.821 0.017
H -1.381 -2.758 -0.137
H 0.594 -2.071 0.054
N 0.768 -1.151 -0.317
*
```

Results
HOMO	-0.283	Eh
ΔE to the lowest compared entry with this formula, charge and spin	756.93	kJ/mol
max |F|	0.1407	Eh/bohr
orbital gap	8.4	eV
calculated total energy	-443.315403	hartree

These are the Mulliken partial charges, in e, on atoms 1 to 5: -0.88, 0.68, -1.39, -0.57, 0.39